{"formula": "C49H122N2O19Y", "method": "ωB97M-V with the def2-TZVPD basis set", "species": ["Y", "C", "C", "C", "C", "C", "C", "N", "O", "C", "C", "C", "H", "H", "H", "H", "H", "H", "H", "H", "H", "H", "H", "H", "H", "H", "H", "H", "H", "H", "C", "C", "C", "C", "C", "C", "N", "O", "C", "C", "C", "H", "H", "H", "H", "H", "H", "H", "H", "H", "H", "H", "H", "H", "H", "H", "H", "H", "H", "C", "C", "C", "O", "H", "H", "H", "H", "H", "H", "H", "H", "C", "C", "C", "O", "H", "H", "H", "H", "H", "H", "H", "H", "C", "C", "C", "O", "H", "H", "H", "H", "H", "H", "H", "H", "C", "C", "C", "O", "H", "H", "H", "H", "H", "H", "H", "H", "C", "C", "C", "O", "H", "H", "H", "H", "H", "H", "H", "H", "C", "C", "C", "O", "H", "H", "H", "H", "H", "H", "H", "H", "C", "C", "C", "O", "H", "H", "H", "H", "H", "H", "H", "H", "C", "C", "O", "O", "H", "H", "H", "H", "H", "H", "C", "C", "O", "O", "H", "H", "H", "H", "H", "H", "C", "C", "O", "O", "H", "H", "H", "H", "H", "H", "C", "C", "O", "O", "H", "H", "H", "H", "H", "H", "C", "C", "O", "O", "H", "H", "H", "H", "H", "H"], "xyz": [[20.557, -26.582, 9.976], [18.815, -30.674, 10.907], [19.820, -30.489, 12.107], [20.460, -31.870, 12.292], [21.582, -32.042, 13.270], [22.662, -30.991, 12.920], [22.140, -29.544, 12.984], [20.889, -29.372, 12.107], [20.373, -28.018, 12.032], [23.378, -28.660, 12.516], [21.897, -29.154, 14.468], [18.814, -30.323, 13.382], [18.044, -29.916, 10.771], [18.261, -31.606, 11.015], [19.398, -30.641, 9.986], [21.010, -32.319, 11.465], [19.784, -32.718, 12.402], [22.020, -33.033, 13.148], [21.308, -31.966, 14.323], [23.045, -31.274, 11.940], [23.585, -31.140, 13.480], [23.656, -28.878, 11.485], [24.339, -28.820, 13.004], [23.239, -27.585, 12.633], [21.429, -28.170, 14.423], [22.867, -29.018, 14.947], [21.191, -29.841, 14.933], [18.370, -29.328, 13.372], [19.285, -30.398, 14.362], [17.915, -30.926, 13.248], [15.230, -29.647, 18.737], [13.920, -30.092, 18.088], [13.694, -29.451, 16.699], [14.782, -29.760, 15.615], [14.647, -31.240, 15.328], [14.817, -32.066, 16.615], [14.043, -31.524, 17.744], [14.033, -32.336, 18.979], [16.300, -32.409, 16.876], [14.136, -33.418, 16.264], [12.725, -29.693, 19.079], [15.263, -28.587, 18.992], [15.942, -29.708, 17.914], [15.630, -30.255, 19.548], [13.498, -28.391, 16.860], [12.738, -29.869, 16.384], [15.765, -29.311, 15.751], [14.503, -29.187, 14.731], [15.519, -31.399, 14.693], [13.832, -31.612, 14.706], [16.965, -31.549, 16.800], [16.646, -33.069, 16.080], [16.574, -32.981, 17.763], [13.059, -33.364, 16.103], [14.293, -34.109, 17.093], [14.509, -33.863, 15.342], [11.755, -29.699, 18.581], [12.884, -28.683, 19.455], [12.501, -30.441, 19.840], [29.735, -31.195, 12.060], [28.667, -30.459, 11.187], [27.207, -30.450, 11.755], [29.163, -29.190, 11.094], [30.575, -31.571, 11.475], [29.296, -32.071, 12.537], [30.204, -30.509, 12.765], [28.680, -30.895, 10.188], [26.491, -30.299, 10.948], [27.036, -29.509, 12.278], [26.767, -31.260, 12.337], [29.898, -29.118, 10.481], [23.711, -26.118, 15.283], [23.313, -24.642, 15.612], [22.089, -24.668, 16.525], [24.452, -24.096, 16.313], [22.956, -26.761, 14.831], [23.966, -26.679, 16.182], [24.581, -26.040, 14.630], [23.174, -23.988, 14.752], [21.852, -23.697, 16.959], [21.997, -25.490, 17.235], [21.346, -24.916, 15.767], [24.276, -23.172, 16.508], [19.983, -34.557, 9.232], [18.667, -34.478, 8.509], [17.818, -33.300, 9.069], [18.928, -34.292, 7.117], [20.662, -33.713, 9.357], [20.482, -35.425, 8.802], [19.741, -34.867, 10.249], [18.104, -35.391, 8.704], [16.848, -33.145, 8.595], [18.378, -32.365, 9.095], [17.599, -33.574, 10.101], [18.208, -34.732, 6.659], [24.254, -35.805, 10.347], [23.495, -35.190, 11.669], [22.819, -36.126, 12.521], [24.452, -34.522, 12.504], [24.523, -34.966, 9.705], [23.550, -36.491, 9.874], [25.154, -36.358, 10.616], [22.733, -34.458, 11.399], [23.353, -37.064, 12.675], [21.852, -36.404, 12.103], [22.664, -35.739, 13.528], [24.011, -33.687, 12.677], [25.587, -32.959, 15.303], [26.111, -31.836, 16.268], [25.036, -30.891, 16.743], [26.791, -32.310, 17.391], [25.156, -32.456, 14.438], [24.854, -33.583, 15.815], [26.436, -33.546, 14.954], [26.934, -31.341, 15.754], [24.128, -31.491, 16.791], [24.865, -30.043, 16.080], [25.117, -30.398, 17.712], [27.713, -32.506, 17.212], [24.610, -28.556, 19.884], [24.159, -27.867, 18.663], [22.595, -28.160, 18.441], [24.385, -26.555, 18.736], [25.696, -28.454, 19.875], [24.389, -29.610, 19.715], [24.156, -28.147, 20.786], [24.772, -28.235, 17.840], [22.307, -29.077, 18.954], [22.164, -27.905, 17.472], [22.094, -27.418, 19.063], [25.204, -26.307, 18.303], [16.797, -26.701, 16.081], [17.631, -26.024, 14.980], [17.012, -26.077, 13.551], [17.704, -24.604, 15.201], [16.691, -26.106, 16.988], [17.239, -27.672, 16.303], [15.721, -26.779, 15.925], [18.633, -26.429, 14.841], [17.279, -25.266, 12.874], [15.923, -26.064, 13.509], [17.195, -27.065, 13.128], [16.824, -24.224, 15.261], [27.886, -27.250, 13.862], [27.168, -28.256, 14.674], [27.569, -28.177, 16.011], [29.197, -27.617, 13.384], [28.130, -26.335, 14.402], [27.386, -26.967, 12.936], [27.390, -29.297, 14.438], [26.089, -28.172, 14.547], [27.069, -27.567, 16.559], [29.135, -28.255, 12.669], [20.916, -32.131, 17.126], [19.672, -32.960, 16.843], [19.864, -34.349, 16.739], [21.399, -31.968, 18.428], [20.722, -31.185, 16.619], [21.613, -32.813, 16.639], [19.194, -32.630, 15.921], [18.899, -32.858, 17.604], [20.294, -34.647, 17.544], [22.347, -32.101, 18.353], [17.281, -27.004, 9.837], [17.744, -27.827, 8.680], [19.145, -28.058, 8.617], [18.230, -25.984, 10.236], [17.290, -27.594, 10.754], [16.293, -26.587, 9.641], [17.392, -27.317, 7.783], [17.137, -28.733, 8.683], [19.189, -28.848, 8.074], [17.687, -25.308, 10.648], [26.068, -26.457, 10.033], [26.309, -26.559, 8.521], [27.062, -25.367, 8.187], [25.336, -25.266, 10.356], [27.046, -26.481, 10.514], [25.583, -27.312, 10.506], [25.349, -26.556, 8.005], [26.906, -27.427, 8.241], [26.851, -25.102, 7.289], [25.794, -24.568, 9.881], [22.744, -24.698, 11.692], [21.415, -24.592, 12.430], [20.410, -24.744, 11.466], [22.641, -25.673, 10.691], [23.545, -24.916, 12.399], [22.988, -23.748, 11.216], [21.318, -23.666, 12.996], [21.339, -25.418, 13.137], [20.030, -23.864, 11.410], [23.563, -25.750, 10.436]], "charge": 1, "e_lumo_ev": -4.98}

{"formula": "C3H10N3", "method": "ωB97M-V with the def2-TZVPD basis set", "species": ["C", "C", "C", "N", "N", "N", "H", "H", "H", "H", "H", "H", "H", "H", "H", "H"], "xyz": [[-0.816, -0.086, 1.355], [1.323, 1.171, -0.745], [0.300, -0.908, -1.501], [-2.111, -0.130, 1.154], [1.004, -0.215, -0.544], [-0.114, -0.255, 2.406], [1.785, 1.634, 0.098], [2.140, 0.932, -1.485], [0.497, 1.648, -1.366], [-0.480, -1.602, -1.015], [-0.015, -0.225, -2.359], [0.994, -1.665, -2.081], [-2.380, 0.135, 0.284], [-3.048, -0.262, 1.715], [-0.610, -0.622, 3.226], [0.888, -0.157, 2.315]], "charge": 1, "e_above_lowest_kj_mol": 584.9, "e_lumo_ev": [-6.09, -4.60]}

{"formula": "C15H14CoN6O6S", "method": "ωB97M-V with the def2-TZVPD basis set", "species": ["Co", "C", "C", "C", "C", "C", "H", "H", "H", "H", "H", "C", "C", "N", "N", "C", "S", "N", "N", "H", "H", "H", "H", "H", "H", "O", "C", "O", "C", "C", "C", "C", "C", "C", "N", "O", "O", "N", "O", "O", "H", "H", "H"], "xyz": [[-1.169, -1.063, 2.194], [-2.239, 0.425, 3.292], [-3.110, -0.620, 2.926], [-2.624, -1.829, 3.528], [-1.467, -1.532, 4.270], [-1.184, -0.148, 4.064], [-2.324, 1.456, 2.996], [-3.985, -0.542, 2.302], [-3.052, -2.808, 3.384], [-0.864, -2.229, 4.827], [-0.329, 0.380, 4.453], [1.107, 3.751, -0.905], [1.499, 2.411, -0.409], [2.607, 1.800, -0.671], [2.529, 0.633, 0.035], [1.408, 0.505, 0.759], [1.094, -0.756, 1.828], [0.725, 1.648, 0.450], [-0.541, 1.926, 0.928], [1.881, 4.106, -1.580], [1.017, 4.449, -0.070], [0.156, 3.731, -1.435], [3.283, -0.032, 0.008], [-1.154, 2.134, 0.145], [-0.513, 2.695, 1.586], [-0.790, -4.074, -0.483], [-0.815, -2.893, -0.188], [-1.358, -2.383, 0.853], [-0.173, -1.933, -1.180], [0.921, -2.386, -1.913], [1.490, -1.557, -2.859], [0.989, -0.302, -3.150], [-0.108, 0.103, -2.421], [-0.686, -0.673, -1.426], [-0.652, 1.441, -2.693], [-1.492, 1.883, -1.919], [-0.229, 2.051, -3.648], [2.682, -2.019, -3.603], [3.130, -1.276, -4.453], [3.137, -3.103, -3.309], [1.307, -3.381, -1.742], [1.437, 0.325, -3.905], [-1.540, -0.313, -0.867]], "charge": 0, "e_above_lowest_kj_mol": 1.8, "e_lumo_ev": [-1.35, -1.36], "multiplicity": 2}

{"formula": "CH6N2O", "method": "ωB97M-V with the def2-TZVPD basis set", "species": ["C", "N", "N", "O", "H", "H", "H", "H", "H", "H"], "xyz": [[-1.475, -0.037, 0.117], [1.994, 0.628, 0.161], [-0.149, -0.102, -0.388], [0.779, 0.353, 0.651], [-1.968, -1.084, 0.128], [-1.616, 0.316, 1.183], [-1.988, 0.717, -0.537], [1.922, 1.188, -0.753], [2.465, -0.225, -0.050], [0.037, -1.753, -0.512]], "charge": 0, "e_above_lowest_kj_mol": 672.6, "e_lumo_ev": -0.07}

{"formula": "C2H2FO2S", "method": "ωB97M-V with the def2-TZVPD basis set", "species": ["C", "C", "O", "O", "F", "S", "H", "H"], "xyz": [[-0.946, 0.396, 0.201], [-0.057, -0.726, -0.264], [-0.537, 1.510, 0.526], [-2.097, 0.011, -0.155], [-0.275, -1.966, 0.128], [2.168, 0.115, 0.275], [0.207, -0.549, -1.352], [1.539, 1.211, 0.640]], "charge": -1, "e_above_lowest_kj_mol": 108.1, "e_lumo_ev": 3.71}

{"formula": "C5H7N", "method": "ωB97M-V with the def2-TZVPD basis set", "species": ["C", "C", "C", "N", "C", "C", "H", "H", "H", "H", "H", "H", "H"], "xyz": [[1.000, 1.121, -0.088], [-2.557, -0.086, 0.007], [-1.073, -0.053, 0.022], [-0.312, 0.901, -0.071], [1.659, -0.824, 0.094], [2.825, -1.181, 0.085], [1.425, 1.420, -1.040], [1.419, 1.601, 0.790], [0.566, -1.114, 0.112], [-2.913, -0.548, 0.930], [-3.010, 0.904, -0.101], [-2.890, -0.727, -0.812], [3.861, -1.414, 0.073]], "charge": 0, "e_above_lowest_kj_mol": 537.7, "e_lumo_ev": [0.33, 0.33]}

{"formula": "C6H11BrO", "method": "ωB97M-V with the def2-TZVPD basis set", "species": ["C", "C", "C", "C", "C", "C", "O", "Br", "H", "H", "H", "H", "H", "H", "H", "H", "H", "H", "H"], "xyz": [[1.483, 0.344, -0.283], [0.049, 1.678, 0.599], [0.011, 0.336, -0.685], [-0.663, 1.415, 1.830], [-0.070, -2.294, -0.957], [-0.789, -0.922, -0.481], [1.422, 1.432, 0.685], [-0.198, 1.042, -2.458], [1.601, -0.655, 0.118], [2.259, 0.620, -0.992], [-0.114, 2.643, 0.093], [-0.848, 0.390, 1.950], [-1.666, 1.822, 1.678], [-0.320, 1.967, 2.671], [0.270, -1.993, -1.975], [-0.803, -3.107, -0.913], [1.001, -2.659, -0.441], [-0.964, -1.161, 0.603], [-1.662, -0.898, -1.043]], "charge": 0, "e_above_lowest_kj_mol": 92.1, "e_lumo_ev": 0.87, "smiles": "CC[C@]1(Br)CO[C@@H]1C"}

{"formula": "C5H8N2", "method": "ωB97M-V with the def2-TZVPD basis set", "species": ["C", "C", "C", "C", "C", "N", "N", "H", "H", "H", "H", "H", "H", "H", "H"], "xyz": [[-0.669, 0.965, -0.427], [-1.221, -0.182, 0.322], [0.060, -0.925, 0.753], [0.949, 0.268, -0.515], [2.040, 0.969, -0.134], [-2.359, -0.759, 0.265], [0.182, -2.231, 0.556], [-3.029, -0.204, -0.274], [-0.754, -2.634, 0.420], [-1.051, 1.097, -1.438], [-0.562, 1.859, 0.182], [0.422, -0.462, 1.692], [0.989, -0.264, -1.465], [2.907, 1.063, -0.779], [2.096, 1.440, 0.842]], "charge": 0, "e_above_lowest_kj_mol": 498.7, "e_lumo_ev": [-0.67, -0.69]}